Record 1
Molecular formula: C7H13N3O2ReSSbSe4Te
Method: DFT, ωB97M-V/def2-TZVPD

Geometry as XYZ:
```
33
Properties=species:S:1:pos:R:3:mulliken_charge:R:1
Re -1.54 0.65 -0.06 0.95
Se -5.61 0.91 2.94 -0.29
Sb -3.54 -0.09 3.17 0.89
Se -1.35 1.60 2.18 -0.23
Se -2.91 -1.03 0.68 -0.17
Se -2.04 -1.19 4.58 -0.36
Te -2.43 2.99 0.36 0.02
C -3.18 -0.28 -3.44 -1.05
S -1.70 -0.13 -2.48 0.85
C -0.41 -0.45 -3.66 -0.96
O -1.57 1.36 -2.07 -0.53
H -3.13 0.42 -4.28 0.40
H -4.02 -0.05 -2.79 0.34
H -3.25 -1.31 -3.79 0.45
H -0.54 -1.47 -4.02 0.45
H 0.54 -0.35 -3.13 0.15
H -0.49 0.27 -4.47 0.40
C 2.81 1.51 -0.62 -0.81
N 2.50 0.55 0.46 0.05
C 3.44 0.17 1.37 -0.07
C 3.15 -0.69 2.37 -0.84
C 1.81 -1.18 2.43 0.85
N 0.90 -0.80 1.52 -0.29
C 1.25 0.03 0.57 0.53
O 0.40 0.35 -0.37 -0.47
N 1.41 -2.01 3.38 -0.31
H 3.83 1.86 -0.46 0.31
H 2.12 2.35 -0.57 0.31
H 2.74 1.02 -1.58 0.28
H 4.42 0.61 1.24 0.39
H 3.90 -0.98 3.08 0.36
H 2.04 -2.33 4.09 0.23
H 0.44 -2.29 3.41 0.14
```

The value obtained for the calculated total energy is -304202.1458 eV. The charge is +2. The highest occupied orbital energy (alpha / beta) is -13.89 / -13.95 eV. As for the multiplicity: 1. The value obtained for the energy relative to the best compared isomer or geometry (same formula, charge and spin) is 125.01 kJ/mol.

=====

Record 2
Molecular formula: C60H108O27
Method: DFT, ωB97M-V/def2-TZVPD

Geometry as XYZ:
```
195
Properties=species:S:1:pos:R:3:mulliken_charge:R:1
C 0.39 -0.07 1.16 1.44
C -0.31 0.45 -0.14 2.04
C -0.13 -0.76 -1.05 1.44
O 0.75 -1.66 -0.37 -0.16
C 1.42 -1.06 0.68 1.88
H -0.32 -0.43 1.91 -0.94
H 0.92 0.71 1.71 -0.88
H 0.21 1.31 -0.56 -0.43
H -1.33 0.77 0.02 -0.71
H 0.26 -0.50 -2.04 -1.09
H -1.05 -1.32 -1.18 -1.01
H 2.32 -0.58 0.30 -1.36
H 1.75 -1.78 1.44 -0.30
C -1.03 0.76 6.25 -0.66
C -0.15 1.37 5.23 1.48
C -0.55 2.82 5.26 0.39
O -0.59 2.97 6.66 -0.60
C -1.19 1.83 7.35 -0.50
H -0.64 -0.20 6.61 0.52
H -2.01 0.43 5.92 0.02
H -0.20 0.89 4.25 -1.02
H 0.89 1.30 5.54 0.05
H -1.52 3.16 4.89 0.01
H 0.20 3.47 4.81 -0.13
H -2.20 2.09 7.68 0.26
H -0.59 1.61 8.24 0.27
C -5.24 0.57 3.93 -1.06
C -4.29 -0.14 3.04 0.28
C -3.13 0.82 2.91 1.79
O -3.61 2.05 3.43 -0.20
C -4.53 1.80 4.49 -0.30
H -5.63 -0.03 4.76 0.43
H -6.16 0.91 3.45 0.28
H -4.76 -0.24 2.07 -0.47
H -3.93 -1.09 3.44 0.51
H -2.88 0.96 1.86 -0.23
H -2.19 0.55 3.40 -1.31
H -5.17 2.64 4.76 0.40
H -3.96 1.54 5.38 0.07
C 3.63 -2.12 -4.04 -0.66
C 2.38 -2.49 -3.25 2.67
C 1.70 -3.46 -4.19 -0.76
O 2.77 -4.15 -4.88 -0.50
C 4.00 -3.45 -4.85 -0.59
H 4.47 -1.64 -3.55 0.07
H 3.30 -1.39 -4.79 0.46
H 1.80 -1.62 -2.94 -1.03
H 2.64 -3.02 -2.34 -0.92
H 1.15 -2.88 -4.94 0.48
H 0.95 -4.06 -3.68 0.21
H 4.41 -3.28 -5.85 0.34
H 4.75 -4.03 -4.32 0.20
C 5.11 -4.52 -1.20 -0.67
C 4.37 -3.72 -0.10 0.68
C 3.15 -4.58 0.24 0.36
O 3.23 -5.82 -0.46 -0.59
C 4.10 -5.59 -1.59 -0.29
H 6.08 -4.83 -0.81 0.37
H 5.32 -3.94 -2.10 0.16
H 3.98 -2.77 -0.48 -0.51
H 5.06 -3.41 0.68 0.39
H 2.25 -4.03 -0.05 -0.55
H 3.02 -4.73 1.31 0.31
H 3.49 -5.31 -2.45 0.10
H 4.60 -6.53 -1.83 0.41
C 4.69 1.26 -2.49 -0.87
C 4.50 1.26 -0.97 0.47
C 3.29 2.17 -0.77 0.14
O 2.50 1.92 -1.92 0.20
C 3.30 1.55 -3.06 0.55
H 5.08 0.29 -2.78 0.20
H 5.35 2.09 -2.73 0.32
H 5.40 1.54 -0.42 0.42
H 4.25 0.24 -0.68 -0.57
H 3.59 3.22 -0.76 0.54
H 2.76 1.96 0.15 -0.86
H 3.34 2.46 -3.66 0.45
H 2.88 0.71 -3.61 -0.88
C 5.11 -1.96 4.31 -0.64
C 4.09 -1.79 3.21 0.43
C 2.93 -0.96 3.77 1.65
O 3.47 -0.49 5.00 -0.54
C 4.90 -0.69 5.07 -0.08
H 6.08 -2.01 3.82 0.37
H 4.97 -2.83 4.96 0.32
H 3.70 -2.72 2.81 -0.38
H 4.56 -1.20 2.41 -0.17
H 1.97 -1.47 3.91 -0.12
H 2.65 -0.07 3.21 -0.93
H 5.22 -0.70 6.11 0.38
H 5.40 0.19 4.66 -0.28
C -0.61 -0.02 -4.93 1.88
C -1.65 0.57 -5.90 -0.39
C -1.08 0.29 -7.29 -0.57
O 0.30 -0.02 -7.00 -0.56
C 0.64 0.37 -5.68 0.28
H -0.62 -1.10 -4.78 -0.16
H -0.66 0.46 -3.95 -0.96
H -1.86 1.63 -5.80 0.06
H -2.59 0.05 -5.68 0.14
H -1.00 1.22 -7.86 0.31
H -1.62 -0.49 -7.82 0.32
H 0.80 1.45 -5.70 0.20
H 1.56 -0.13 -5.40 -0.44
C -1.88 4.78 1.56 -0.04
C -0.85 5.70 2.14 -0.81
C 0.38 5.45 1.31 -0.54
O 0.14 4.15 0.71 -0.13
C -1.06 3.57 1.25 1.60
H -2.27 5.19 0.63 0.18
H -2.69 4.48 2.22 0.05
H -0.61 5.39 3.15 0.17
H -1.16 6.74 2.23 0.50
H 1.36 5.64 1.75 0.26
H 0.18 6.10 0.46 0.24
H -0.88 3.02 2.17 -0.52
H -1.54 2.89 0.55 -1.18
C -1.64 -3.95 0.61 -0.83
C -1.27 -4.29 2.00 0.00
C 0.23 -4.26 2.26 0.98
O 0.33 -3.32 3.35 -0.36
C -0.95 -2.85 3.71 0.56
O -1.18 -2.11 4.67 -0.56
O -1.83 -3.34 2.80 -0.27
H -2.72 -3.93 0.47 0.36
H -1.19 -4.69 -0.06 0.22
H -1.19 -2.99 0.37 -0.34
H -1.74 -5.21 2.33 0.38
H 0.65 -3.81 1.36 -0.88
H 0.70 -5.24 2.34 0.51
C 2.88 2.81 3.48 -0.70
C 4.32 2.95 3.00 0.29
C 5.40 3.15 4.02 -0.57
O 6.49 2.53 3.42 -0.41
C 6.11 1.75 2.42 0.34
O 6.83 1.04 1.77 -0.57
O 4.75 1.83 2.28 0.18
H 2.82 2.04 4.26 0.25
H 2.35 2.47 2.59 -0.31
H 2.47 3.77 3.76 0.57
H 4.30 3.86 2.39 0.26
H 5.23 2.71 5.01 0.33
H 5.61 4.21 4.21 0.35
C -3.94 -1.23 -0.70 0.00
C -4.78 -0.99 -1.96 0.82
C -4.03 -0.77 -3.27 0.19
O -4.74 -1.69 -4.04 -0.44
C -5.42 -2.61 -3.35 0.46
O -6.07 -3.58 -3.75 -0.66
O -5.41 -2.25 -2.12 -0.35
H -3.39 -0.34 -0.39 -0.14
H -3.25 -2.05 -0.88 -0.77
H -4.52 -1.55 0.16 0.49
H -5.45 -0.14 -1.91 0.06
H -2.95 -0.92 -3.20 -0.28
H -4.22 0.26 -3.60 0.46
C -5.02 -5.86 -1.41 -1.43
C -3.52 -5.77 -1.82 0.29
C -3.13 -6.47 -3.12 -0.44
O -2.15 -5.54 -3.59 -0.43
C -2.24 -4.35 -2.98 0.11
O -1.53 -3.40 -3.12 -0.07
O -3.18 -4.39 -2.10 0.02
H -5.34 -6.78 -0.91 0.41
H -5.60 -5.80 -2.33 0.37
H -5.28 -5.03 -0.76 0.28
H -2.90 -6.09 -0.98 0.32
H -3.93 -6.56 -3.85 0.33
H -2.70 -7.46 -2.95 0.30
C -5.65 2.98 0.92 -1.46
C -5.33 2.71 -0.55 0.59
C -4.99 3.99 -1.21 -0.81
O -3.98 3.64 -2.13 -0.32
C -3.44 2.48 -1.71 -0.11
O -2.48 1.91 -2.26 0.09
O -4.12 1.99 -0.62 0.38
H -5.63 2.06 1.51 0.11
H -6.60 3.51 1.03 0.50
H -4.95 3.66 1.38 0.22
H -6.10 2.12 -1.04 0.29
H -4.61 4.71 -0.48 0.33
H -5.79 4.46 -1.77 0.34
C 0.06 3.40 -3.72 -1.06
C -0.15 4.64 -2.83 1.27
C 1.12 5.32 -2.42 0.59
O 0.72 6.70 -2.49 -0.41
C -0.38 6.83 -3.14 0.46
O -0.89 7.90 -3.44 -0.64
O -0.86 5.64 -3.50 -0.53
H 0.63 3.59 -4.62 0.65
H -0.93 3.13 -4.09 0.15
H 0.52 2.62 -3.11 -0.11
H -0.81 4.38 -2.00 -0.57
H 1.94 5.04 -3.09 0.30
H 1.35 4.93 -1.43 -0.26
```

The value obtained for the calculated total energy is -119249.5600 eV. The highest occupied orbital energy is -9.27 eV. As for the multiplicity: 1. The value obtained for the energy relative to the best compared isomer or geometry (same formula, charge and spin) is 0.00 kJ/mol.

=====

Number 1: largest force on an atom 0.76 eV/A. Number 2: largest force on an atom 4.19 eV/A.